Computed, not measured: a molecular structure, C45H45CsN9O2P2S2, with ωB97M-V with the def2-TZVPD basis set.

Geometry as XYZ:
```
106
Properties=species:S:1:pos:R:3:forces:R:3
Cs -1.0599 0.2059 -0.8213 -0.178 -0.232 -0.579
N -3.4979 -1.4574 -4.9041 0.051 -0.007 0.028
C -2.8810 -1.2713 -3.7040 -0.060 -0.010 -0.068
N -1.6286 -1.1178 -3.5276 0.120 -0.088 -0.111
C -0.7724 -1.1312 -4.6359 -0.175 0.090 0.115
N 0.4929 -1.0256 -4.5380 0.167 -0.100 -0.232
N 1.0447 -0.8049 -3.3038 -0.040 0.145 0.245
C 1.7402 -1.7520 -2.8298 -0.022 -0.069 -0.064
C 2.4490 -1.6863 -1.5354 -0.041 0.003 0.008
C 3.1899 -2.7989 -1.1581 0.010 -0.001 0.049
C 3.7485 -2.8366 0.1077 0.011 -0.004 -0.028
C 3.5462 -1.7607 0.9498 0.001 -0.006 0.005
C 2.8268 -0.6748 0.4669 -0.060 -0.008 -0.010
N 2.3017 -0.6153 -0.7498 0.029 0.001 -0.071
C -1.3724 -1.2769 -5.9779 -0.013 -0.056 -0.031
C -0.6132 -1.2632 -7.1455 0.014 0.003 -0.051
C -1.2120 -1.4209 -8.3809 0.033 0.008 0.023
C -2.5909 -1.5984 -8.4647 -0.031 -0.007 -0.006
C -3.3623 -1.6157 -7.3197 -0.028 0.008 -0.012
C -2.7518 -1.4535 -6.0778 0.008 0.015 -0.061
H -4.4966 -1.5585 -4.9455 0.004 -0.002 0.021
H -3.5468 -1.2560 -2.8428 0.019 -0.008 -0.029
H 1.8072 -2.7027 -3.3647 0.067 0.018 0.002
H 3.2684 -3.6450 -1.8287 0.001 0.011 0.005
H 4.2950 -3.7089 0.4424 -0.001 0.001 0.005
H 3.9139 -1.7588 1.9670 -0.010 0.001 -0.002
H 2.6462 0.1777 1.1143 0.012 -0.006 -0.005
H 0.4560 -1.1274 -7.0517 -0.020 0.001 0.009
H -0.6106 -1.4079 -9.2807 -0.013 0.001 0.013
H -3.0655 -1.7232 -9.4298 0.003 0.000 0.007
H -4.4367 -1.7512 -7.3781 0.026 0.003 0.005
S 0.0029 -3.1554 0.0182 -0.081 -0.003 -0.131
P -0.6512 -2.3136 1.7258 0.049 0.030 0.279
C -0.4840 -0.6819 1.9281 0.041 -0.176 0.376
P -1.3680 0.4858 2.6929 0.063 -0.026 0.256
S -2.3199 1.9347 1.6497 -0.124 0.131 0.159
C -2.6010 -0.1554 3.9147 -0.002 -0.046 -0.002
C -3.9643 -0.1360 3.6423 0.001 0.007 0.012
C -4.8711 -0.7101 4.5236 -0.011 -0.011 0.018
C -4.4277 -1.3020 5.6981 0.009 0.006 0.000
C -3.0677 -1.3240 5.9831 -0.012 0.027 -0.018
C -2.1651 -0.7590 5.0935 -0.019 0.017 0.009
C -0.2534 1.4246 3.8376 0.071 -0.027 -0.092
C -0.7407 2.4147 4.6871 -0.034 0.000 0.013
C 0.1152 3.1114 5.5260 0.010 -0.007 0.008
C 1.4800 2.8382 5.5166 -0.009 -0.009 -0.024
C 1.9767 1.8631 4.6635 -0.004 0.020 0.019
C 1.1101 1.1596 3.8328 -0.004 -0.003 0.021
C -2.3896 -2.9149 1.9002 -0.014 0.009 -0.059
C -3.2321 -2.7723 0.7951 0.005 0.047 0.022
C -4.5655 -3.1388 0.8625 0.001 0.018 0.056
C -5.0828 -3.6665 2.0424 0.017 -0.008 0.000
C -4.2551 -3.8145 3.1443 -0.009 0.000 -0.014
C -2.9179 -3.4377 3.0744 0.002 0.002 -0.009
C 0.1903 -3.2817 3.0659 -0.012 0.002 -0.030
C 0.2726 -4.6730 3.0248 -0.015 -0.007 -0.008
C 0.9117 -5.3730 4.0365 -0.004 0.002 0.010
C 1.4934 -4.6887 5.1005 0.003 -0.002 -0.011
C 1.4287 -3.3042 5.1426 -0.002 -0.015 -0.004
C 0.7751 -2.6092 4.1292 0.021 0.018 -0.009
H -4.3024 0.3458 2.7333 -0.002 0.005 -0.015
H -5.9298 -0.6983 4.2895 0.013 0.000 0.000
H -5.1362 -1.7472 6.3876 0.005 0.004 -0.009
H -2.7097 -1.7841 6.8974 0.002 0.004 -0.011
H -1.1057 -0.7868 5.3174 0.025 -0.001 0.014
H -1.8005 2.6413 4.6740 -0.013 0.004 0.003
H -0.2787 3.8744 6.1882 0.002 -0.010 -0.011
H 2.1493 3.3855 6.1708 -0.006 -0.008 -0.006
H 3.0391 1.6442 4.6494 -0.009 0.003 -0.002
H 1.4647 0.3821 3.1626 -0.012 -0.004 0.004
H -2.8098 -2.3910 -0.1318 -0.052 -0.083 0.078
H -5.2073 -3.0190 -0.0037 0.006 -0.008 0.002
H -6.1253 -3.9586 2.0998 0.013 0.010 -0.002
H -4.6509 -4.2127 4.0715 0.003 0.004 -0.006
H -2.2850 -3.5472 3.9469 -0.016 -0.005 -0.007
H -0.1590 -5.1962 2.1791 0.004 0.001 0.007
H 0.9642 -6.4554 3.9962 -0.002 0.015 -0.001
H 1.9977 -5.2364 5.8890 -0.007 0.007 -0.010
H 1.8836 -2.7622 5.9645 -0.006 -0.003 -0.010
H 0.7160 -1.5266 4.1381 -0.001 -0.006 0.003
N 1.0124 2.2713 -0.5440 0.160 0.205 -0.063
C 1.5850 2.4207 -1.8740 0.027 0.109 -0.013
C 2.9374 3.1333 -1.8608 0.010 0.013 -0.067
C 3.6267 3.3024 -3.2254 -0.017 0.022 0.044
C 4.1952 4.7094 -3.3834 -0.089 -0.042 0.032
N 3.0984 5.6548 -3.2836 -0.144 0.035 0.041
C 3.3349 6.9067 -3.3146 -0.028 -0.054 -0.029
N 2.2864 7.8133 -3.3640 0.025 -0.028 -0.043
N 4.5890 7.4669 -3.4032 -0.016 0.071 0.005
C 0.4843 3.0558 -2.7476 0.005 -0.059 0.043
O 0.5686 4.3593 -3.0633 -0.003 0.032 -0.050
O -0.4771 2.4190 -3.0956 0.116 0.144 0.024
H 0.9419 3.1375 -0.0251 0.030 -0.004 -0.002
H 1.5182 1.5808 -0.0045 -0.013 0.027 0.001
H 1.7084 1.4115 -2.2750 -0.032 0.025 0.002
H 3.5783 2.5572 -1.1898 0.004 0.007 0.020
H 2.8060 4.1136 -1.3893 0.004 -0.007 -0.007
H 2.9171 3.1293 -4.0399 -0.012 0.016 0.002
H 4.4227 2.5660 -3.3482 -0.007 -0.012 -0.003
H 4.7135 4.8126 -4.3434 0.016 0.008 -0.034
H 4.9411 4.8767 -2.5901 0.011 -0.002 0.017
H 1.4606 4.7628 -2.9552 0.113 -0.093 -0.008
H 1.3882 7.3651 -3.2563 0.020 0.007 0.018
H 2.3865 8.6422 -2.7998 0.006 -0.017 0.019
H 5.3566 6.9165 -3.0632 0.046 -0.023 0.011
H 4.6778 8.4606 -3.2845 -0.002 -0.012 -0.007
```
Positions in Å, forces in eV/Å.

Properties
**HOMO-LUMO gap**: 5.17 eV
**Energy above the lowest of the compared OMol25 structures with the same formula, charge and spin**: 141.4 kJ/mol
**Charge**: -1

Mulliken population analysis, charges in e, atoms 1 to 5:
1 Cs 1.91
2 N 0.06
3 C -0.60
4 N 0.14
5 C 0.01



Computed, not measured: a molecular structure, C45H46As2N5O4S2Y, with ωB97M-V with the def2-TZVPD basis set.

Geometry as XYZ:
```
105
Properties=species:S:1:pos:R:3:forces:R:3
Y 1.7406 0.0833 1.0594 0.589 0.659 -0.248
C 3.2610 -5.6250 -1.7281 -0.386 0.409 1.494
C 4.0449 -5.2433 -0.4383 0.239 0.444 -0.930
N 4.3771 -3.8326 -0.3511 -1.261 1.449 0.620
C 3.5572 -2.8523 0.1936 1.357 -0.664 -0.613
S 4.0647 -1.1762 -0.0439 -0.700 -0.558 0.204
N 2.5507 -3.3336 0.8767 -1.166 0.344 0.202
N 1.6991 -2.3884 1.3782 -0.486 0.324 0.699
C 0.7014 -2.8046 2.1085 0.577 0.604 -0.676
C 0.4000 -4.2406 2.2487 0.059 -0.315 0.889
C -0.1886 -1.8162 2.7746 0.275 0.059 0.719
C -1.0182 -2.2379 3.8077 -0.904 -0.766 -0.046
C -1.9686 -1.3580 4.3212 0.504 -0.996 0.140
C -1.9668 -0.0600 3.8983 -0.310 0.957 0.261
C -1.0083 0.3574 3.0143 0.946 -1.106 -0.563
N -0.1379 -0.5160 2.4605 -0.036 0.138 -0.096
H 3.1633 -6.6966 -1.7518 -0.039 -0.519 -0.191
H 3.8012 -5.2822 -2.5663 0.622 0.245 -1.174
H 2.2382 -5.1915 -1.7859 0.686 -0.090 0.359
H 5.0154 -5.7488 -0.3331 -0.427 -0.283 -0.339
H 3.4490 -5.4873 0.4022 -0.451 -0.279 0.941
H 5.2096 -3.4858 -0.7718 0.351 0.088 -0.340
H 0.8529 -4.7181 1.4014 -0.013 -0.582 -0.295
H -0.6621 -4.4295 2.3537 -0.251 0.003 -0.400
H 0.8257 -4.6558 3.1720 0.257 0.024 -0.195
H -1.0197 -3.2940 4.1126 0.011 0.675 -0.082
H -2.7006 -1.6975 5.0378 0.004 -0.082 0.118
H -2.6760 0.6629 4.2726 -0.071 -0.034 0.086
H -0.8937 1.3580 2.6490 -0.137 0.412 0.044
C -1.5578 0.2873 -2.4663 -0.371 0.503 1.003
C -2.8010 -0.1029 -1.6686 -0.544 1.106 0.019
As -2.5059 0.2405 0.2613 -0.862 -0.311 -0.366
C -3.9714 -0.9209 0.9233 0.539 -0.824 0.362
C -5.3229 -0.5969 0.9604 -0.313 -0.191 -0.288
C -6.2919 -1.5154 1.3535 0.360 -0.786 0.558
C -5.8795 -2.7767 1.8235 -0.976 0.438 0.172
C -4.5452 -3.1147 1.8139 0.106 -0.640 0.434
C -3.6014 -2.2142 1.3561 -0.183 0.431 -0.674
C -3.3463 1.9923 0.4900 0.712 0.016 0.391
C -3.3046 2.9619 -0.5143 -0.922 -0.510 0.109
C -3.7192 4.2500 -0.2779 0.159 0.929 1.292
C -3.9570 4.6506 1.0475 -0.223 0.100 -0.715
C -3.9376 3.7040 2.0580 -0.272 0.674 0.846
C -3.6574 2.3770 1.8036 -0.189 -0.234 -0.656
As 0.1249 -0.5994 -2.0444 0.345 0.029 -0.202
C 1.1172 -0.1152 -3.6598 -0.033 -0.661 0.452
C 0.5167 0.2209 -4.8652 0.097 0.533 -0.245
C 1.3245 0.4980 -5.9664 -0.470 -0.137 0.250
C 2.6898 0.3556 -5.8807 0.124 0.248 0.460
C 3.2995 0.0440 -4.6819 -0.104 -0.843 0.551
C 2.5029 -0.2591 -3.5795 0.289 0.642 0.143
C -0.2812 -2.4578 -2.4543 0.700 0.354 0.792
C -0.7484 -3.1401 -1.3299 -0.513 0.103 0.539
C -1.0328 -4.4825 -1.3624 0.053 -0.869 -1.247
C -0.7383 -5.1898 -2.5463 -0.580 0.455 0.381
C -0.2018 -4.5108 -3.6316 -0.135 -0.118 0.215
C 0.0680 -3.1486 -3.6055 -0.801 -0.277 1.017
H -1.3549 1.3431 -2.2489 0.145 -0.032 -0.040
H -1.7737 0.2407 -3.5017 -0.134 -0.279 -1.061
H -3.1555 -1.1184 -1.7804 0.263 -0.409 -0.093
H -3.6457 0.5454 -2.0093 0.501 -0.452 0.285
H -5.6620 0.3570 0.6078 0.022 0.509 -0.075
H -7.3524 -1.2638 1.3377 0.308 0.034 -0.011
H -6.5910 -3.4983 2.2457 0.133 0.411 -0.385
H -4.2686 -4.1080 2.2074 0.077 0.590 -0.390
H -2.5963 -2.5853 1.2251 0.367 0.283 0.229
H -3.0906 2.7118 -1.5283 0.367 -0.382 -0.506
H -3.7905 4.9912 -1.0639 0.113 -0.143 -0.112
H -4.1999 5.6939 1.2744 0.070 -0.427 -0.085
H -4.1707 4.0405 3.0750 0.106 -0.259 -0.324
H -3.7482 1.6383 2.6004 0.177 0.155 -0.218
H -0.5618 0.3375 -4.9658 0.324 -0.065 0.064
H 0.8983 0.8623 -6.8852 -0.228 -0.150 -0.229
H 3.2800 0.5299 -6.7383 0.606 0.273 -0.828
H 4.3785 -0.0495 -4.5816 -0.164 0.083 -0.181
H 2.9852 -0.5230 -2.6314 -0.250 0.042 -0.288
H -0.9556 -2.6343 -0.3765 0.155 0.210 -0.508
H -1.5600 -4.9634 -0.5522 0.221 -0.115 0.223
H -1.0306 -6.2313 -2.6677 0.213 0.155 0.162
H -0.0646 -5.0548 -4.5339 0.335 -0.394 -0.659
H 0.4781 -2.6321 -4.4409 0.243 0.231 -0.573
C 4.5118 7.6038 1.1480 0.241 0.214 -0.767
C 3.6546 6.4104 0.8172 -1.997 0.835 -0.608
C 2.3338 6.6556 0.3027 1.354 -1.061 0.579
C 1.4436 5.5983 0.0883 1.868 -0.347 0.614
C 1.9176 4.2840 0.2794 -0.078 0.585 0.001
C 3.2205 4.0497 0.7322 -0.419 -0.753 -0.184
C 4.0482 5.0991 1.0159 0.933 0.841 0.286
S 0.8568 2.8721 0.1954 0.658 -0.496 -0.021
O 1.7006 1.8052 -0.4747 -0.465 0.204 -0.001
O -0.3301 3.1674 -0.5798 0.420 0.001 0.579
N 0.6712 2.3238 1.6608 -0.688 -0.369 -2.232
C 1.2454 2.9353 2.7863 0.389 1.214 1.703
C 2.3543 2.0807 3.4575 -1.349 -0.880 -1.566
O 2.6916 2.3688 4.5663 0.925 -0.143 0.723
O 2.7234 1.0322 2.7060 0.085 0.767 0.867
H 5.3302 7.6820 0.4100 -0.212 -0.006 0.280
H 4.9805 7.5494 2.1318 -0.188 -0.044 0.002
H 3.9163 8.5290 1.0521 0.332 -0.396 0.247
H 2.0540 7.6782 0.1035 -0.247 0.083 0.094
H 0.4390 5.8269 -0.1320 -1.044 -0.137 -0.527
H 3.5889 3.0389 0.9415 -0.363 0.307 -0.234
H 5.0416 4.9398 1.4316 -0.160 -0.229 -0.085
H 0.4996 3.1954 3.5725 0.306 -0.486 -0.303
H 1.7062 3.9177 2.5910 -0.106 -0.288 -0.025
```
Positions in Å, forces in eV/Å.

Properties
**HOMO-LUMO gap**: 7.46 eV
**Energy above the lowest of the compared OMol25 structures with the same formula, charge and spin**: 67.4 kJ/mol
**Charge**: 0

Mulliken population analysis, charges in e, atoms 1 to 5:
1 Y 1.34
2 C -0.79
3 C -0.53
4 N -0.18
5 C 0.45